Record 1
# C24H66AsB3F6N2NaO4Sn

A molecular structure, C24H66AsB3F6N2NaO4Sn at a distorted geometry (ωB97M-V/def2-TZVPD, OMol25).

Output
Net charge ... -1
HOMO ... -5.3 eV
Orbital gap ... 6.780 eV
E_tot ... -126545.1963 eV
LUMO ... 1.4 eV

Geometry as XYZ:
```
108
Properties=species:S:1:pos:R:3:forces:R:3
Na 0.32128 -2.49588 1.37044 0.1 0.5 -0.7
Sn -0.73056 0.75035 -1.10229 1.6 -0.5 -1.2
B -0.61933 0.01414 1.92186 -0.3 -0.1 0.0
H 0.17377 -0.42086 2.51008 3.3 -1.5 2.6
H -0.25475 0.92538 1.47357 1.7 3.6 -2.1
H -0.84707 -0.74368 1.18831 -1.5 -2.7 -3.1
H -1.46428 0.32217 2.51803 -3.3 0.7 2.3
B 1.50616 1.01619 -3.12193 -0.9 0.1 0.9
H 0.99117 1.96361 -3.15954 -2.3 3.9 0.0
H 0.89495 0.16106 -3.36570 -2.8 -3.2 -1.0
H 2.29301 1.06236 -3.85880 3.0 0.2 -2.8
H 1.97646 0.84463 -2.16609 1.9 -0.6 4.1
B 0.95220 -2.00503 -1.16895 -0.3 0.1 0.0
H -0.08264 -2.11563 -0.88414 -4.3 -0.6 1.4
H 0.97887 -1.75725 -2.21877 -0.1 0.6 -3.8
H 1.41022 -1.13145 -0.73154 1.9 3.4 2.3
H 1.53756 -2.90659 -1.07517 2.3 -3.6 1.0
As -2.35321 1.67642 -4.72052 2.0 0.4 -0.8
F -2.82574 0.62887 -6.11672 0.2 0.6 1.7
F -1.96283 0.23542 -3.70808 -0.1 1.0 -0.4
F -1.91467 2.83195 -3.33618 -0.3 -1.5 -1.3
F -2.75196 3.03465 -5.76399 -0.1 -0.4 0.9
F -3.91790 1.62277 -3.99132 -0.4 -0.1 -0.4
F -0.68670 1.73261 -5.31450 -1.6 -0.1 0.6
C 7.58380 0.92973 0.75431 0.7 -1.4 0.2
C 6.62286 0.00804 -0.04289 -0.3 2.5 -0.4
N 5.67427 0.83746 -0.88488 0.2 -1.9 0.0
C 6.24594 1.71427 -1.86624 -0.9 -0.8 -0.5
C 7.08033 0.99991 -2.87130 1.7 0.1 0.0
C 4.61718 1.55077 -0.25315 -0.7 -0.8 2.3
C 3.98873 0.79257 0.91799 -0.1 -0.6 0.3
H 7.11796 1.48813 1.56627 -0.2 0.0 -0.1
H 8.26871 1.59266 0.22562 -0.4 0.0 -0.5
H 8.23958 0.17939 1.19595 0.4 0.2 0.6
H 7.17765 -0.72901 -0.62346 0.1 0.5 -0.6
H 6.17618 -0.64296 0.70863 -0.9 0.4 -0.2
H 5.42323 2.20757 -2.38383 -0.2 0.1 0.2
H 6.87918 2.48614 -1.42884 0.1 0.5 0.2
H 7.97462 0.80860 -2.27822 0.7 -0.2 -0.6
H 6.82375 0.03812 -3.31540 -0.9 0.2 0.2
H 7.30059 1.72080 -3.65863 0.3 -0.2 -0.2
H 3.87910 1.88874 -0.98056 0.0 -0.1 0.0
H 5.00452 2.37512 0.34560 0.3 1.2 -0.5
H 3.19803 1.37262 1.39385 -0.2 0.0 -0.3
H 4.74965 0.65349 1.68594 0.2 0.1 0.2
H 3.62715 -0.21996 0.73871 -0.3 0.1 -0.5
C -0.74656 -6.27788 3.86544 -0.2 0.5 -0.5
C -0.30482 -5.25502 2.72095 -0.2 -1.7 0.2
N -1.11429 -4.06474 2.50119 0.6 1.0 1.9
C -1.36455 -3.33885 3.82652 1.2 -0.8 0.1
C -0.00186 -3.03201 4.60674 -1.8 -0.2 -1.3
C -2.36105 -4.39148 1.87197 -1.4 0.5 -0.7
C -3.06466 -3.15657 1.32905 -0.8 0.1 -0.1
H -0.55552 -5.84640 4.84800 -0.1 -0.1 0.0
H -0.29551 -7.27003 3.84824 0.9 0.3 -0.4
H -1.78460 -6.60803 3.82572 -0.4 0.7 -0.1
H 0.74511 -5.00530 2.87387 0.0 0.2 0.2
H -0.32806 -5.75288 1.75157 0.1 -0.3 0.1
H -1.94665 -2.42237 3.72996 0.5 0.1 -0.6
H -2.02776 -3.97317 4.41465 0.1 -0.3 0.3
H -0.27993 -2.52458 5.53048 0.3 0.1 -0.1
H 0.58928 -3.92273 4.81951 -0.2 0.1 0.1
H 0.55886 -2.36958 3.94728 0.2 0.2 0.4
H -3.03614 -4.89828 2.56154 -0.2 -0.2 0.3
H -2.26651 -5.06061 1.01673 0.7 -0.2 0.1
H -3.99034 -3.40551 0.81015 0.0 -0.5 -0.2
H -2.47162 -2.62707 0.58337 0.2 0.2 0.3
H -3.45670 -2.50788 2.11238 0.6 0.3 0.1
C 1.62022 5.31560 -0.66606 -0.5 -0.2 -0.4
C 1.50453 4.20558 0.36420 1.6 -1.1 -0.8
O 1.47643 3.04263 -0.02263 -0.6 1.4 1.1
C 1.80341 4.64110 1.80103 -0.9 -1.0 -1.0
H 2.61506 5.75656 -0.72887 0.3 -0.3 0.4
H 0.95952 6.15552 -0.45138 -0.3 -0.1 -0.1
H 1.42990 4.84959 -1.63287 -0.3 0.3 0.0
H 2.00561 3.76223 2.41324 0.4 0.2 -0.1
H 0.89744 5.09548 2.20210 0.2 0.5 0.1
H 2.63505 5.32569 1.63427 -0.1 0.1 0.9
C -2.07477 -3.89243 -2.90284 -0.7 1.1 -0.1
C -2.95559 -2.68215 -2.44220 0.9 -1.6 -1.1
O -2.52748 -1.81067 -1.76195 0.6 1.4 1.3
C -4.37068 -2.62686 -2.92492 -0.2 -0.7 -0.3
H -2.70864 -4.77786 -2.85467 0.3 -0.2 -0.1
H -1.09739 -3.99271 -2.43084 -0.4 0.1 0.7
H -1.77956 -3.68000 -3.93038 -0.4 -0.1 -0.3
H -4.89128 -3.50692 -2.54732 -0.2 0.0 0.4
H -4.42193 -2.80551 -3.99896 0.1 0.5 -0.2
H -4.83073 -1.69379 -2.59958 0.0 -0.2 -0.3
C -5.95674 -0.09991 0.01915 0.4 0.1 0.3
C -5.04118 1.00013 -0.56142 2.5 -0.2 1.8
O -3.81815 1.02709 -0.26437 -3.4 -0.2 -0.9
C -5.67956 2.00692 -1.45878 0.6 0.1 0.0
H -5.89428 -0.98568 -0.61300 0.0 0.0 -0.1
H -7.00808 0.15874 0.14516 0.0 0.4 -0.5
H -5.63880 -0.40428 1.01633 0.5 0.1 -0.1
H -5.94603 1.43537 -2.34784 -0.2 0.3 -0.3
H -4.95077 2.78024 -1.70157 0.0 -0.2 -0.2
H -6.56436 2.47776 -1.03036 -0.1 -0.3 0.1
C -2.81756 2.90676 2.48352 0.5 -0.2 -0.8
C -2.20724 3.78226 1.38241 0.1 -1.0 -2.3
O -1.71104 3.38220 0.30575 -0.9 0.4 2.9
C -2.40000 5.25625 1.56225 -0.4 0.6 -0.5
H -3.83015 3.21815 2.74006 0.0 0.4 -0.1
H -2.20249 3.02033 3.37620 0.0 -0.1 0.1
H -2.85806 1.85900 2.18575 0.3 0.1 0.0
H -3.46513 5.44739 1.69283 -0.2 -0.1 0.4
H -2.19003 5.75985 0.61863 0.6 0.0 0.2
H -1.88209 5.70328 2.41080 0.1 -0.1 0.0
```
Forces are in eV/Å.



Record 2
# C24H66BF7FeO12

A molecular structure, C24H66BF7FeO12 at a distorted geometry (ωB97M-V/def2-TZVPD, OMol25).

Output
Net charge ... +1
Expectation value of S² ... 8.758
Multiplicity ... 6
HOMO (alpha / beta) ... -12.2 / -12.2 eV
Orbital gap (alpha / beta) ... 10.705 / 7.671 eV
E_tot ... -104614.1163 eV
LUMO (alpha / beta) ... -1.5 / -4.5 eV

Geometry as XYZ:
```
111
Properties=species:S:1:pos:R:3:forces:R:3
Fe -0.73046 -0.38697 -0.25365 0.5 0.6 -0.4
C -3.21953 -0.08206 1.69052 0.6 -0.1 0.6
O -3.43181 -1.20973 2.55034 -0.1 -0.1 -1.3
O -2.28059 -0.28483 0.67911 -0.6 0.2 0.7
C -4.51104 0.49064 1.01246 0.6 0.9 1.1
F -4.23287 1.76278 0.63757 -0.1 0.0 0.4
F -4.82771 -0.12347 -0.10438 -0.6 -0.9 -0.3
F -5.55839 0.53262 1.86986 0.7 -0.3 -0.8
C -3.55188 -2.49771 1.87842 0.3 -0.4 1.4
C -3.46622 -3.60998 2.99697 -1.7 2.5 -1.5
H -2.45117 -3.61340 3.29178 0.9 -0.4 0.9
H -4.22053 -3.32218 3.76928 0.9 -0.4 -0.3
H -3.76836 -4.51473 2.51199 0.0 -0.8 0.0
H -2.71106 -2.54329 1.19198 -0.1 -0.3 -0.2
H -4.49190 -2.57684 1.35559 -0.4 0.2 -0.3
H -2.84201 0.64011 2.45328 -0.4 0.1 -0.9
B 2.57362 -1.07936 -1.56238 0.7 -0.5 1.1
F 2.56068 -1.44551 -2.91626 -0.1 0.1 0.5
F 2.89102 -2.15497 -0.69305 -0.3 0.4 -0.9
F 3.34884 0.01019 -1.24805 0.9 0.2 -0.6
F 1.26210 -0.61248 -1.17902 -1.9 -0.1 -0.3
C -1.92187 3.94858 3.53526 -0.7 0.8 -1.0
C -0.62039 3.38011 3.90965 0.9 -2.3 0.7
O -0.38580 2.05700 3.23815 -0.7 0.7 0.7
H -2.78348 3.39672 3.85976 -0.4 -0.6 -0.1
H -1.95126 4.15032 2.45002 -0.1 -0.4 0.3
H -2.06188 4.92393 3.95961 0.2 0.7 0.5
H -0.51237 3.10081 4.99350 -0.1 0.9 -0.9
H 0.16702 4.05605 3.58934 0.3 -0.3 0.1
H -0.83925 1.35867 3.76871 0.6 0.6 -0.6
C -0.98038 0.18296 5.85003 0.5 0.0 2.9
C -1.35824 -1.03073 5.05446 1.2 -1.0 0.9
O -0.99835 -0.74696 3.70558 0.4 0.0 0.0
H -1.57171 1.00259 5.58769 -1.0 1.5 -0.7
H 0.07663 0.48206 5.77734 -0.2 -0.4 -0.5
H -1.12963 0.16656 6.98697 0.0 -0.7 -1.5
H -2.40651 -1.36008 5.08149 0.2 0.4 0.3
H -0.71891 -1.86298 5.44180 -0.6 0.2 -0.4
H -1.70387 -1.13507 3.18097 -0.3 -0.1 -0.5
C 2.88155 1.07262 1.82908 -1.6 -0.9 -0.1
C 1.68531 1.36038 0.92671 1.1 -0.6 -1.5
O 0.45250 0.65631 1.20258 0.3 -1.1 -0.8
H 3.77616 1.39521 1.33054 0.4 0.1 -0.1
H 2.91891 0.01804 2.06310 0.3 -0.4 -0.2
H 2.70109 1.56336 2.75382 0.3 0.6 0.9
H 1.99257 1.07869 -0.11753 -0.6 0.8 1.1
H 1.45590 2.39476 1.07623 -0.2 0.8 -0.6
H 0.01766 1.16866 1.89972 -0.5 0.3 0.6
C 2.94460 -3.82126 2.29851 0.8 -0.8 -0.3
C 2.37037 -2.80374 3.24134 -0.1 -1.1 -0.1
O 1.04033 -2.46592 2.74747 1.0 -0.3 0.3
H 4.05656 -3.85548 2.47746 -1.1 -0.1 -0.5
H 2.68685 -3.59475 1.25167 0.6 0.1 0.3
H 2.54556 -4.82748 2.52378 0.2 0.4 -0.1
H 3.06020 -1.95138 3.27144 -0.6 0.1 0.3
H 2.31791 -3.37472 4.20249 -0.3 1.2 -0.3
H 0.66472 -1.76155 3.27230 -0.5 0.6 0.5
C 1.49892 -2.14545 -6.12083 -0.3 -0.2 -0.2
C 0.12430 -1.72893 -5.65776 -1.3 -1.0 -0.2
O 0.02449 -1.54141 -4.26119 0.9 0.4 1.3
H 2.22054 -1.37190 -5.91472 0.4 0.2 0.1
H 1.44356 -2.30252 -7.18675 0.1 0.2 -0.5
H 1.85612 -3.11308 -5.74465 -0.3 0.4 0.4
H -0.59219 -2.55762 -5.79436 0.1 0.5 -0.9
H -0.25611 -0.79078 -6.09097 0.3 -0.5 -0.5
H 0.93449 -1.51315 -3.93570 0.2 0.0 0.6
C 1.28725 2.53187 -5.44165 0.1 -1.4 0.0
C 1.56123 1.85710 -4.06623 1.4 -0.4 -2.0
O 0.50833 1.14648 -3.47025 -0.8 -0.3 -0.6
H 1.15327 1.77354 -6.24903 -0.1 0.4 0.6
H 2.20489 3.05316 -5.72141 -0.2 0.2 0.1
H 0.42980 3.20132 -5.43714 0.1 0.1 0.1
H 1.80281 2.63217 -3.39112 0.6 0.7 0.9
H 2.45711 1.17519 -4.21611 -0.9 0.7 0.4
H 0.18511 0.46795 -4.08939 0.0 0.1 0.4
C 4.78941 4.24863 0.07379 -1.7 -0.5 0.6
C 4.68200 3.89654 -1.38393 0.7 0.2 -0.4
O 3.57606 4.50578 -2.05150 -0.4 -0.3 0.3
H 5.54443 3.69869 0.58726 0.7 -0.7 0.1
H 3.82497 3.92690 0.51726 0.4 0.3 0.1
H 4.94457 5.26651 0.37194 0.0 0.8 -0.4
H 4.57821 2.79961 -1.43229 -0.1 0.5 -0.4
H 5.57373 4.21149 -1.93406 0.2 -0.4 0.1
H 3.69876 5.45950 -2.00827 0.0 0.0 0.0
C -0.09589 -3.66427 -1.33673 -1.8 -2.1 0.7
C -0.29564 -3.49366 0.15979 1.4 0.4 -1.1
O -0.11010 -2.09772 0.51914 0.6 -0.8 1.0
H 0.82995 -3.26771 -1.51674 2.2 1.4 -0.9
H -0.87666 -3.34378 -1.99634 0.1 0.5 0.0
H 0.01837 -4.71177 -1.61773 0.0 -0.3 0.5
H 0.49734 -4.07191 0.61916 0.4 0.2 0.3
H -1.15241 -3.82207 0.65847 -1.9 -0.6 0.1
H 0.48786 -2.15197 1.37054 -0.4 0.5 -0.7
C -3.58527 -1.95931 -3.35162 0.9 0.8 -1.1
C -2.76794 -1.94359 -2.07094 -1.0 -1.0 1.2
O -1.58293 -1.16279 -2.16014 0.7 0.6 0.7
H -2.89595 -2.20739 -4.22916 -1.0 0.5 1.0
H -4.10714 -1.01130 -3.46838 0.7 0.5 -0.4
H -4.44785 -2.59378 -3.42644 0.0 -1.1 0.6
H -2.51437 -2.98801 -1.77415 -0.2 0.7 -0.2
H -3.27764 -1.49900 -1.18245 0.0 -0.4 -1.0
H -0.97955 -1.40293 -2.90589 -0.3 0.0 -0.1
C -0.40586 3.74020 -1.20908 0.7 -1.6 -0.8
C -1.42034 2.64938 -0.86641 1.6 1.1 1.6
O -0.87972 1.39310 -1.32384 -1.6 -0.1 1.5
H -0.50817 3.97925 -2.25955 0.1 0.3 -0.3
H 0.65162 3.39097 -1.04422 -1.0 0.4 0.0
H -0.61798 4.59291 -0.62680 -0.1 1.2 0.6
H -2.41192 2.96180 -1.18147 -0.2 -0.8 -0.6
H -1.45495 2.65855 0.23835 -0.1 -0.7 -0.4
H -0.36217 1.53811 -2.12168 0.7 -0.3 -1.2
```
Forces are in eV/Å.